No. 1
The following is a quantum chemistry calculation of a structure of composition C6H14CsN2O2 in a non-equilibrium geometry, from the OMol25 dataset.

XYZ file:
```
25
Properties=species:S:1:pos:R:3
Cs -6.841 -1.018 -3.648
C -2.786 -0.312 3.035
C -1.613 0.415 3.603
O -0.666 -0.156 4.075
N -1.751 1.732 3.729
C -0.767 2.464 4.594
H -2.832 -0.170 1.955
H -3.646 0.189 3.480
H -2.661 -1.383 3.191
H -2.673 2.120 3.593
H 0.267 2.191 4.386
H -0.901 2.209 5.645
H -0.790 3.516 4.310
C 1.537 0.270 -3.151
C 1.213 -1.103 -3.745
O 0.060 -1.471 -4.087
N 2.203 -1.971 -3.630
C 3.620 -1.674 -3.623
H 0.652 0.895 -3.034
H 2.310 0.813 -3.695
H 1.940 0.181 -2.142
H 2.010 -2.919 -3.920
H 4.120 -2.453 -3.048
H 3.908 -0.686 -3.263
H 4.086 -1.679 -4.609
```

Results
net charge	+1
lowest unoccupied orbital energy	-4.04	eV
DFT total energy	-14066.7967	eV
gap between HOMO and LUMO	7.03	eV

Atom charges from the natural (NBO) analysis, given in e for atoms 1 to 6: number 1, Cs, carries 1.00; number 2, C, carries -0.70; number 3, C, carries 0.66; number 4, O, carries -0.62; number 5, N, carries -0.62; number 6, C, carries -0.43


No. 2
The following is a quantum chemistry calculation of the ion C6H14N2 with charge -1 in a non-equilibrium geometry, from the OMol25 dataset.

XYZ file:
```
22
Properties=species:S:1:pos:R:3
C -1.689 1.565 0.695
C -0.475 0.620 0.830
C -1.141 -0.819 0.569
C -0.157 -1.884 1.007
C 0.624 -2.521 0.172
N 0.606 1.133 0.025
C 0.738 0.868 -1.369
N 2.091 0.415 -1.661
H -1.571 2.632 1.007
H -2.007 1.560 -0.345
H -2.489 1.218 1.396
H -0.108 0.586 1.858
H -2.136 -0.967 0.978
H -1.293 -1.019 -0.492
H -0.282 -2.046 2.072
H 0.680 -2.391 -0.935
H 1.349 -3.265 0.498
H 1.407 1.404 0.578
H -0.123 0.271 -1.710
H 0.743 1.786 -2.030
H 2.522 -0.094 -0.906
H 2.710 0.949 -2.237
```

Results
2S+1	2
net charge	-1
lowest unoccupied orbital energy (spin up / spin down)	4.08 / 3.91	eV
DFT total energy	-9425.9317	eV
gap between HOMO and LUMO (spin up / spin down)	2.60 / 8.52	eV

Atom charges from the natural (NBO) analysis, given in e for atoms 1 to 6: number 1, C, carries -0.67; number 2, C, carries -0.28; number 3, C, carries -0.50; number 4, C, carries -0.39; number 5, C, carries -0.50; number 6, N, carries -0.70


No. 3
The following is a quantum chemistry calculation of the molecule C6H14N2 in a non-equilibrium geometry, from the OMol25 dataset.

XYZ file:
```
22
Properties=species:S:1:pos:R:3
C -1.673 0.485 1.529
C -0.333 0.585 0.878
C 0.022 1.746 0.316
N 1.289 2.032 -0.154
C 0.640 -0.536 1.032
C 1.053 -1.285 -0.264
C -0.105 -1.545 -1.217
N -0.227 -0.507 -2.224
H -2.209 -0.456 1.379
H -2.383 1.258 1.265
H -1.587 0.524 2.623
H -0.708 2.544 0.258
H 1.990 1.315 -0.163
H 1.399 2.745 -0.857
H 1.555 -0.173 1.528
H 0.333 -1.310 1.733
H 1.803 -0.727 -0.799
H 1.504 -2.230 0.025
H 0.078 -2.514 -1.702
H -1.034 -1.724 -0.649
H -0.339 0.391 -1.763
H -1.069 -0.618 -2.776
```

Results
net charge	0
lowest unoccupied orbital energy	1.05	eV
DFT total energy	-9428.7181	eV
gap between HOMO and LUMO	8.71	eV

Atom charges from the natural (NBO) analysis, given in e for atoms 1 to 6: number 1, C, carries -0.62; number 2, C, carries -0.11; number 3, C, carries -0.01; number 4, N, carries -0.83; number 5, C, carries -0.44; number 6, C, carries -0.40


No. 4
The following is a quantum chemistry calculation of a cluster of 2 separate species, C6H14N2 in total in a non-equilibrium geometry, from the OMol25 dataset.

XYZ file:
```
22
Properties=species:S:1:pos:R:3
C -0.678 1.808 0.952
N 0.317 0.797 0.668
C 0.001 -0.750 0.153
C -1.478 -1.019 -0.069
C 0.509 -1.629 1.292
C 0.821 -1.020 -1.105
H -1.559 1.413 1.456
H -1.046 2.203 -0.002
H -0.243 2.644 1.501
H 1.264 0.949 0.996
H -1.634 -2.090 -0.222
H -2.056 -0.765 0.817
H -1.856 -0.472 -0.926
H -0.084 -1.489 2.193
H 1.566 -1.473 1.499
H 0.404 -2.680 1.014
H 1.862 -0.736 -0.952
H 0.781 -2.079 -1.366
H 0.396 -0.488 -1.950
C 1.003 2.144 -1.778
N -0.003 1.789 -2.256
H 1.713 2.942 -1.915
```

Results
net charge	0
lowest unoccupied orbital energy	0.96	eV
DFT total energy	-9426.9908	eV
gap between HOMO and LUMO	8.73	eV

Atom charges from the natural (NBO) analysis, given in e for atoms 1 to 6: number 1, C, carries -0.41; number 2, N, carries -0.71; number 3, C, carries 0.18; number 4, C, carries -0.64; number 5, C, carries -0.62; number 6, C, carries -0.63